Entry 1:
Density functional theory data (the ωB97M-V functional and the def2-TZVPD basis) for a structure of composition C10H11NSV.

The geometry in ORCA input format:
```
! wB97M-V def2-TZVPD RIJCOSX def2/J DEFGRID3
* xyz 0 4
V 0.5247 0.5116 -1.0722
C 2.1707 1.5357 -1.6287
H 2.7822 2.4427 -1.5575
H 2.7378 0.6686 -1.2260
H 1.9487 1.3183 -2.6961
H -0.6705 -1.5572 -1.5329
H -1.9197 -1.5992 -1.8694
S -1.9162 1.5603 -0.2255
C -1.5343 1.6899 -1.8634
C -1.1646 0.4695 -2.4299
C -1.3653 -0.7073 -1.5145
C -1.5224 -0.1416 -0.1653
C -0.7735 -0.6541 0.9816
C -1.1976 -1.0909 2.2383
C -0.2286 -1.3003 3.2230
C 1.1044 -0.9806 2.9592
C 1.4701 -0.5214 1.6951
N 0.5688 -0.4492 0.6915
H -1.7779 2.6165 -2.3512
H -0.7626 0.3718 -3.4297
H -2.2794 -1.2052 2.4008
H -0.5317 -1.6824 4.1976
H 1.8639 -1.0984 3.7250
H 2.4730 -0.1970 1.4503
*
```

The energy above the lowest of the compared OMol25 structures with the same formula, charge and spin is 12.7 kcal per mole. For the total energy, the calculation gives -48555.5221 eV. For the HOMO energy (spin up / spin down), the calculation gives -5.927 / -6.308 eV. The value obtained for the largest force on an atom is 3.2 eV/A. The calculation puts the HOMO-LUMO gap (spin up / spin down) at 6.0628 / 6.3343 eV.

---

Entry 2:
Density functional theory data (the ωB97M-V functional and the def2-TZVPD basis) for a structure of composition C35H43N2O.

The geometry in ORCA input format:
```
! wB97M-V def2-TZVPD RIJCOSX def2/J DEFGRID3
* xyz 1 1
C -4.0376 -0.0019 -3.6397
C -3.2455 -0.8052 -2.6446
C -3.0020 -0.2964 -1.3596
C -2.2281 -0.9972 -0.4220
C -2.0360 -0.4151 0.9721
C -1.6118 -2.2101 -0.8192
C -0.5132 -2.8605 0.0174
C -1.1182 -3.7731 1.1137
C 0.5996 -1.8302 0.4552
C 0.9535 -0.7207 -0.6072
C 2.4041 -0.6518 -0.9680
C 2.8406 -0.8206 -2.3121
C 1.8855 -1.1511 -3.4397
C 4.2007 -0.8159 -2.6267
C 5.1979 -0.6730 -1.6531
C 6.6516 -0.6950 -2.0376
C 4.7605 -0.5104 -0.3440
C 3.4208 -0.4990 0.0304
C 3.0916 -0.3956 1.4993
C -1.9796 -2.8074 -2.0496
C -1.5872 -4.2057 -2.4605
C -2.7098 -2.0510 -2.9742
H -4.3493 -0.6528 -4.4720
H -4.9414 0.4153 -3.1696
H -3.4398 0.8314 -4.0491
H -3.3819 0.6881 -1.0879
H -2.2784 -1.1674 1.7625
H -0.9750 -0.1292 1.0974
H -2.6463 0.5019 1.1096
H 0.0494 -3.5430 -0.6382
H -1.8747 -4.4574 0.7011
H -0.3567 -4.4131 1.5893
H -1.6105 -3.1997 1.9012
H 0.3569 -1.3739 1.4288
H 1.5034 -2.4339 0.6747
H 0.3408 -0.9123 -1.5046
H 2.4648 -1.2437 -4.3745
H 1.3666 -2.1111 -3.2428
H 1.1066 -0.3878 -3.5974
H 4.4908 -0.9836 -3.6584
H 7.2948 -0.4867 -1.1778
H 6.9626 -1.6742 -2.4289
H 6.8867 0.0293 -2.8276
H 5.5173 -0.4364 0.4462
H 3.9967 -0.1244 2.0639
H 2.3409 0.3753 1.7232
H 2.7468 -1.3603 1.8969
H -2.2044 -4.5565 -3.3039
H -0.5394 -4.2445 -2.7945
H -1.6853 -4.9262 -1.6378
H -2.8785 -2.4243 -3.9821
H 0.5950 0.6833 -0.5237
C 0.2678 1.9920 -0.6213
H 0.7498 2.3861 -1.5257
C -1.1513 2.2407 -0.8658
C -1.9800 2.9117 0.0072
N -1.4959 3.3574 1.1987
C -2.4577 3.7898 2.2522
C -2.4590 2.8068 3.3949
C -1.4315 2.8716 4.3361
C -1.3024 1.8829 5.3136
C -2.2218 0.8176 5.3462
C -3.2874 0.7776 4.4287
C -3.3988 1.7676 3.4427
C -0.1522 3.2924 1.4519
C 0.7317 2.7347 0.5577
C 2.1868 2.8758 0.8364
N 2.9863 2.6602 -0.2739
O 2.6312 3.1012 1.9565
H -1.5478 1.9163 -1.8236
H -3.0315 3.1777 -0.1859
H -2.1257 4.7624 2.6351
H -3.4444 3.9166 1.7969
H -0.7248 3.6998 4.2797
H -0.4844 1.9343 6.0372
H -2.1776 0.0853 6.1612
H -4.0223 -0.0384 4.4820
H -4.1971 1.7524 2.6932
H 0.1643 3.7747 2.3827
H 2.6122 2.8082 -1.2157
H 3.9675 2.8499 -0.1332
*
```

The energy above the lowest of the compared OMol25 structures with the same formula, charge and spin is 53.9 kcal per mole. For the total energy, the calculation gives -42013.0880 eV. For the HOMO energy, the calculation gives -10.815 eV. The value obtained for the largest force on an atom is 3.5 eV/A. The calculation puts the HOMO-LUMO gap at 5.9772 eV.

---

Entry 3:
Density functional theory data (the ωB97M-V functional and the def2-TZVPD basis) for the ion C4H6NOS with charge +1.

The geometry in ORCA input format:
```
! wB97M-V def2-TZVPD RIJCOSX def2/J DEFGRID3
* xyz 1 1
O -2.1034 0.4983 0.6165
C -1.5599 -0.4045 0.0525
C -0.0551 -0.4968 0.0644
S 0.6552 -2.0501 0.5805
C 0.7003 0.3730 -1.3153
C 1.0645 1.2760 -0.4283
N 0.5013 0.7111 0.8018
H -2.0841 -1.2001 -0.4937
H -0.3729 -2.8006 0.1824
H 0.7773 0.1573 -2.3558
H 1.6081 2.2026 -0.4622
H 1.1709 0.4948 1.5529
H -0.3023 1.2390 1.2043
*
```

The energy above the lowest of the compared OMol25 structures with the same formula, charge and spin is 54.3 kcal per mole. For the total energy, the calculation gives -18608.3160 eV. For the HOMO energy, the calculation gives -14.296 eV. The value obtained for the largest force on an atom is 4.0 eV/A. The calculation puts the HOMO-LUMO gap at 10.0036 eV.

---

Entry 4:
Density functional theory data (the ωB97M-V functional and the def2-TZVPD basis) for a structure of composition C49H40HfN9OTe.

The geometry in ORCA input format:
```
! wB97M-V def2-TZVPD RIJCOSX def2/J DEFGRID3
* xyz 3 1
Hf -0.0829 -0.9792 1.3367
C -2.5370 0.6461 4.5257
C -1.1621 0.6695 4.3893
C -0.3742 -0.5353 4.4099
C -1.1108 -1.7606 4.6144
C -2.4231 -1.7346 4.8307
C -3.1713 -0.5498 4.8316
H -3.1262 1.5916 4.6960
H -0.6533 1.6316 4.1798
H 0.7262 -0.5924 4.5180
H -0.5794 -2.6657 4.6591
H -2.8875 -2.6781 4.9760
H -4.2530 -0.6712 4.8962
C 2.5842 -4.1298 3.1496
C 2.8098 -4.9473 2.0057
C 2.2488 -4.6487 0.7640
C 1.4852 -3.5372 0.6116
N 1.1347 -2.7910 1.7158
C 1.7198 -3.0715 2.9154
C 1.1203 -2.8917 -0.7401
C 1.3259 -3.5324 -1.9715
C 1.1549 -2.7515 -3.0776
C 0.8346 -1.3733 -3.0603
C 0.4908 -0.8127 -1.7980
C 0.5183 -1.6323 -0.6308
H 3.0678 -4.2582 4.1023
H 3.5044 -5.7781 2.1001
H 2.4327 -5.2752 -0.1112
H 1.4465 -2.3641 3.7346
H 1.7819 -4.4915 -2.0084
H 1.4577 -3.1220 -4.0529
H 0.8683 -0.7656 -3.9501
H 0.1179 0.2076 -1.8540
C -0.1730 4.2063 -1.1027
N -0.5291 3.0314 -0.3166
C 0.0388 1.8617 -0.1943
N -0.5427 1.1862 0.8744
C -1.4886 2.0746 1.3052
N -1.4805 3.1780 0.6591
C 0.2776 3.7811 -2.4841
C 1.4869 4.3555 -3.0103
C 1.8643 3.9193 -4.3255
C 1.2443 2.8549 -5.0004
C 0.1245 2.2973 -4.4201
C -0.3836 2.8055 -3.2250
C -0.4479 1.0896 -5.0028
N -0.0479 0.3119 -5.9034
N -0.7616 -0.8210 -5.8044
C -1.6513 -0.6465 -4.8900
O -1.5255 0.6001 -4.3762
C -2.5351 -1.5875 -4.2215
C -2.8145 -2.7824 -4.8600
C -3.7273 -3.6631 -4.3765
C -4.3517 -3.3677 -3.1374
C -4.1343 -2.1177 -2.5375
C -4.7216 -1.9268 -1.1733
N -3.6869 -2.1012 -0.1788
C -2.7727 -1.2635 0.2658
N -2.0754 -1.8500 1.2234
C -2.5911 -3.1270 1.2213
N -3.5617 -3.2971 0.4064
C -3.2379 -1.2345 -3.0884
H 0.5495 4.7850 -0.5476
H -1.0450 4.8480 -1.0304
H 0.7759 1.5246 -0.8270
H -2.0765 1.8476 2.2199
H 2.1371 5.0173 -2.5012
H 2.7205 4.3644 -4.7487
H 1.6033 2.4897 -5.9360
H -1.2513 2.2596 -2.8411
H -2.2076 -3.0171 -5.7539
H -3.8395 -4.6322 -4.8323
H -5.0282 -4.0791 -2.6992
H -5.5027 -2.7018 -0.9463
H -5.2268 -0.9598 -0.9519
H -2.6529 -0.3338 -0.1936
H -2.2173 -3.8382 1.9682
H -2.9994 -0.2140 -2.7395
Te 2.8983 0.1364 2.4043
C 3.3426 1.2515 0.6352
C 3.7631 2.5652 0.6778
C 3.8891 3.2325 -0.5563
C 3.5424 2.6486 -1.7494
C 3.0348 1.3270 -1.7353
C 2.9512 0.5900 -0.5542
C 2.2106 1.6282 3.6673
C 2.4341 1.6541 5.0204
C 1.9484 2.6431 5.9137
C 1.2724 3.7183 5.3497
C 1.1896 3.8137 3.9625
C 1.6053 2.8011 3.1345
H 3.9821 3.0766 1.6113
H 4.1739 4.2643 -0.5724
H 3.6498 3.1208 -2.7275
H 2.7393 0.8643 -2.6958
H 2.8058 -0.4880 -0.6850
H 3.0206 0.8580 5.5542
H 2.1487 2.4775 6.9298
H 0.8974 4.4555 6.0665
H 0.8423 4.7473 3.5959
H 1.6546 3.0813 2.0799
*
```

The energy above the lowest of the compared OMol25 structures with the same formula, charge and spin is 32.6 kcal per mole. For the total energy, the calculation gives -75494.5845 eV. For the HOMO energy, the calculation gives -15.187 eV. The value obtained for the largest force on an atom is 4.1 eV/A. The calculation puts the HOMO-LUMO gap at 5.9840 eV.

---

What did the third record say?
Density functional theory data (the ωB97M-V functional and the def2-TZVPD basis) for the ion C4H6NOS with charge +1.

The geometry in ORCA input format:
```
! wB97M-V def2-TZVPD RIJCOSX def2/J DEFGRID3
* xyz 1 1
O -2.1034 0.4983 0.6165
C -1.5599 -0.4045 0.0525
C -0.0551 -0.4968 0.0644
S 0.6552 -2.0501 0.5805
C 0.7003 0.3730 -1.3153
C 1.0645 1.2760 -0.4283
N 0.5013 0.7111 0.8018
H -2.0841 -1.2001 -0.4937
H -0.3729 -2.8006 0.1824
H 0.7773 0.1573 -2.3558
H 1.6081 2.2026 -0.4622
H 1.1709 0.4948 1.5529
H -0.3023 1.2390 1.2043
*
```

The energy above the lowest of the compared OMol25 structures with the same formula, charge and spin is 54.3 kcal per mole. For the total energy, the calculation gives -18608.3160 eV. For the HOMO energy, the calculation gives -14.296 eV. The value obtained for the largest force on an atom is 4.0 eV/A. The calculation puts the HOMO-LUMO gap at 10.0036 eV.

---

Which of these has the lowest energy above the lowest of the compared OMol25 structures with the same formula, charge and spin? C10H11NSV